Record 1
19
Properties=species:S:1:pos:R:3:forces:R:3 method="wB97M-V/def2-TZVPD" e_tot_ev=-9830.0261 molar_mass_da=113.16 orbital_gap_ev=9.332 largest_force_ev_per_a=6.3
C 1.783 -0.691 0.453 -0.85 2.19 3.13
C 1.048 0.645 0.452 -1.13 1.14 0.02
C -0.219 0.402 -0.469 -0.75 -0.46 6.19
C -1.300 1.457 -0.449 -0.71 -4.20 -2.43
C -2.396 0.781 0.364 0.81 -0.41 -0.38
N -2.272 -0.459 0.652 -0.97 1.03 -0.51
N -1.038 -0.918 0.278 2.57 2.43 -1.58
N -0.918 -2.013 -0.548 -1.23 -1.89 -1.32
H 1.256 -1.237 1.253 0.23 -0.67 -1.02
H 2.739 -0.473 0.847 1.48 -0.26 0.05
H 1.767 -1.024 -0.524 0.21 -1.54 -1.64
H 1.587 1.480 -0.037 0.17 -0.50 0.01
H 0.906 1.064 1.544 -0.46 -1.02 -2.08
H 0.117 0.038 -1.369 0.52 -0.67 -2.21
H -1.581 1.476 -1.530 -0.55 0.77 0.79
H -1.087 2.383 -0.091 0.99 2.67 0.96
H -3.191 1.403 0.681 -1.07 0.01 0.50
H -1.448 -1.965 -1.528 0.95 -0.37 3.00
H -1.012 -2.918 0.013 -0.20 1.77 -1.50



Record 2
41
Properties=species:S:1:pos:R:3:forces:R:3 method="wB97M-V/def2-TZVPD" e_tot_ev=-55028.5485 molar_mass_da=401.25 orbital_gap_ev=5.310 largest_force_ev_per_a=3.8
N 4.951 -0.218 -0.644 -1.28 1.75 2.05
C 4.452 0.475 0.162 1.28 -1.85 -2.50
C 3.842 1.292 1.149 -0.53 -0.59 1.07
C 3.008 0.730 2.075 1.45 0.66 -0.75
C 2.747 -0.659 2.135 -0.55 -3.68 0.50
N 2.570 -1.812 2.277 0.68 3.04 -0.36
C 2.547 1.504 3.243 -2.46 -0.38 1.63
O 1.788 0.991 4.080 2.01 1.29 -1.80
C 2.939 2.947 3.292 0.50 0.57 -0.55
Cl 2.350 3.850 4.612 -0.05 -0.18 0.04
C 3.710 3.530 2.331 -0.42 -0.57 0.93
Cl 4.198 5.162 2.435 -0.08 -0.22 -0.21
C 4.283 2.712 1.224 1.23 0.75 -0.86
O 5.134 3.157 0.461 -1.44 -0.71 1.09
C -0.294 0.820 0.572 -0.74 -0.72 -0.92
N 0.810 0.082 0.526 0.44 0.20 0.61
C 0.807 -1.077 -0.117 -1.38 -0.18 -0.75
C -0.307 -1.545 -0.832 0.51 0.57 0.68
C -1.472 -0.753 -0.848 0.68 0.40 0.12
C -1.463 0.465 -0.123 0.77 -0.22 0.31
C -2.661 1.351 -0.127 -0.81 0.65 -0.05
C -3.940 0.655 -0.625 0.06 -0.08 0.06
C -3.649 -0.231 -1.821 0.10 0.18 -0.26
N -2.565 -1.145 -1.566 -0.42 -0.34 0.32
C -2.483 -2.243 -2.501 0.15 0.07 -0.33
C -1.612 -3.377 -1.997 0.00 0.11 0.12
C -0.239 -2.845 -1.556 0.11 -0.85 -0.58
H -0.249 1.727 1.181 -0.12 -0.13 -0.25
H 1.698 -1.704 -0.076 -0.07 0.25 0.00
H -2.475 2.237 -0.761 0.01 -0.27 0.19
H -2.856 1.729 0.884 0.14 0.04 -0.16
H -4.691 1.391 -0.936 0.11 -0.06 0.24
H -4.374 0.044 0.178 0.10 0.11 -0.15
H -3.409 0.383 -2.706 -0.06 0.08 0.08
H -4.515 -0.839 -2.097 -0.06 0.16 0.12
H -2.097 -1.873 -3.466 0.03 -0.09 0.02
H -3.505 -2.580 -2.689 0.09 -0.10 0.02
H -1.504 -4.105 -2.809 0.04 0.03 0.26
H -2.111 -3.877 -1.156 0.09 0.13 -0.16
H 0.229 -3.607 -0.919 0.07 0.21 -0.11
H 0.407 -2.744 -2.446 -0.18 0.00 0.28



Record 3
7
Properties=species:S:1:pos:R:3:forces:R:3 method="wB97M-V/def2-TZVPD" e_tot_ev=-17034.2718 molar_mass_da=90.10 orbital_gap_ev=8.952 largest_force_ev_per_a=4.5
C 1.237 0.353 0.327 -4.17 -1.54 0.78
C -0.213 -0.290 0.081 0.05 0.66 0.49
O 1.726 0.235 1.398 0.91 -0.31 0.95
O -2.488 -0.550 -1.187 0.79 0.81 0.24
S -1.226 0.223 -1.117 0.55 -1.40 0.79
H 1.626 0.966 -0.417 0.91 1.07 -1.85
H -0.662 -0.937 0.914 0.95 0.72 -1.41



Record 4
14
Properties=species:S:1:pos:R:3:forces:R:3 method="wB97M-V/def2-TZVPD" e_tot_ev=-14911.1078 molar_mass_da=214.50 orbital_gap_ev="5.391 / 5.331" multiplicity=2 total_charge=+3 largest_force_ev_per_a=4.3
C -3.303 -0.313 -0.693 0.47 2.96 0.99
C -2.226 -0.296 0.018 -2.88 -1.79 0.81
O -4.375 0.035 -1.168 0.19 -1.82 -1.08
H -1.800 0.658 0.342 -0.05 -0.56 -0.30
H -2.516 -1.167 0.725 1.66 0.62 -0.70
H -5.155 0.003 -0.570 -0.29 0.48 0.16
O 0.434 -0.698 0.531 1.77 2.64 1.43
C 1.058 0.230 0.936 -2.70 -3.18 -1.20
O 2.324 0.546 0.688 0.60 0.95 0.18
Cd 2.568 2.617 0.848 0.18 0.97 0.41
C 3.113 -0.275 -0.265 0.99 -1.28 -0.89
H 3.397 -1.170 0.294 0.18 0.18 -0.16
H 2.522 -0.535 -1.147 -0.14 0.21 0.25
H 3.956 0.363 -0.538 0.03 -0.37 0.11